# 1
{"formula": "C43H56F9IrN4O2PS", "method": "ωB97M-V/def2-TZVPD", "species": ["Ir", "C", "C", "N", "C", "C", "C", "C", "N", "C", "C", "F", "C", "F", "C", "C", "F", "C", "F", "H", "H", "H", "H", "H", "H", "H", "H", "H", "H", "H", "H", "H", "H", "H", "F", "C", "C", "F", "C", "F", "C", "O", "C", "F", "C", "F", "N", "C", "S", "N", "C", "C", "C", "C", "C", "C", "H", "H", "H", "H", "H", "H", "H", "H", "O", "P", "C", "C", "C", "C", "C", "C", "C", "C", "C", "C", "C", "C", "C", "C", "C", "C", "C", "C", "H", "H", "H", "H", "H", "H", "H", "H", "H", "H", "H", "H", "H", "H", "H", "H", "H", "H", "H", "H", "H", "H", "H", "H", "H", "H", "H", "H", "H", "H", "H", "H", "H"], "coordinates": [[-2.018, 0.378, -1.149], [-2.495, 3.086, 0.958], [-3.688, 2.224, 0.511], [-3.669, 1.796, -0.977], [-3.439, 2.938, -1.861], [-3.699, 2.632, -3.349], [-4.815, 0.987, -1.412], [-4.677, -0.426, -0.831], [-3.254, -0.959, -0.759], [-2.942, -2.251, -0.279], [-1.872, -3.031, -0.817], [-1.290, -2.603, -1.960], [-1.475, -4.249, -0.255], [-0.358, -4.924, -0.714], [-2.254, -4.857, 0.723], [-3.378, -4.199, 1.181], [-4.222, -4.835, 2.018], [-3.657, -2.962, 0.693], [-4.785, -2.351, 1.172], [-2.826, 4.117, 1.162], [-1.631, 3.106, 0.306], [-2.142, 2.667, 1.933], [-4.635, 2.791, 0.651], [-3.715, 1.255, 1.070], [-2.434, 3.323, -1.721], [-4.154, 3.742, -1.494], [-2.975, 1.869, -3.714], [-3.554, 3.588, -3.899], [-4.725, 2.288, -3.616], [-4.794, 0.943, -2.500], [-5.790, 1.463, -1.088], [-5.272, -1.146, -1.428], [-5.070, -0.424, 0.194], [-2.011, -5.842, 1.112], [2.480, 4.702, -4.844], [1.547, 4.040, -4.167], [0.981, 2.826, -4.616], [1.533, 2.238, -5.732], [-0.013, 2.155, -3.901], [-0.656, 1.110, -4.526], [-0.282, 2.517, -2.562], [-0.733, 1.791, -1.508], [0.170, 3.804, -2.219], [-0.323, 4.248, -1.013], [1.085, 4.557, -2.920], [1.585, 5.705, -2.344], [-0.681, -1.645, 4.586], [-1.570, -0.898, 3.856], [-1.620, -0.949, 2.179], [-2.476, -0.170, 4.567], [-2.620, -0.091, 5.986], [-2.868, 1.122, 6.602], [-2.840, 1.200, 8.007], [-2.628, 0.073, 8.753], [-2.438, -1.176, 8.122], [-2.511, -1.280, 6.764], [-0.023, -2.188, 4.032], [-0.534, -1.432, 5.582], [-3.114, 0.403, 4.032], [-2.949, 2.050, 6.009], [-2.963, 2.182, 8.452], [-2.546, 0.126, 9.839], [-2.156, -2.001, 8.768], [-2.489, -2.246, 6.232], [0.212, -0.593, -1.260], [1.743, -0.682, -1.212], [2.415, -1.737, 0.254], [3.981, -1.930, 0.312], [4.713, -1.010, 1.283], [4.142, -1.009, 2.733], [2.631, -0.731, 2.735], [1.823, -1.537, 1.680], [2.616, 1.006, -1.186], [4.112, 0.898, -1.523], [4.960, 2.167, -1.223], [4.171, 3.365, -0.700], [3.273, 2.908, 0.477], [2.314, 1.763, 0.160], [2.272, -1.740, -2.741], [2.009, -3.234, -2.614], [1.655, -3.947, -3.961], [0.446, -3.333, -4.706], [0.473, -1.790, -4.614], [1.747, -1.136, -4.067], [2.020, -2.715, -0.083], [4.437, -1.896, -0.696], [4.104, -2.958, 0.711], [4.747, 0.038, 0.893], [5.759, -1.378, 1.350], [4.696, -0.251, 3.340], [4.364, -1.999, 3.166], [2.424, 0.354, 2.579], [2.254, -0.986, 3.745], [0.794, -1.137, 1.604], [1.690, -2.554, 2.091], [2.177, 1.555, -2.009], [4.179, 0.648, -2.610], [4.596, 0.030, -1.029], [5.487, 2.460, -2.155], [5.741, 1.923, -0.477], [3.522, 3.819, -1.475], [4.861, 4.175, -0.363], [2.705, 3.776, 0.856], [3.940, 2.622, 1.316], [1.266, 2.142, 0.081], [2.348, 1.018, 0.972], [3.370, -1.605, -2.715], [1.194, -3.473, -1.927], [2.933, -3.700, -2.191], [1.432, -5.008, -3.681], [2.551, -4.015, -4.629], [-0.471, -3.745, -4.269], [0.465, -3.622, -5.763], [-0.348, -1.456, -3.949], [0.251, -1.350, -5.603], [1.590, -0.043, -3.994], [2.579, -1.281, -4.791]], "mulliken_charge": [0.56, -0.42, -0.32, 0.23, -0.13, -1.67, -0.87, -0.67, 0.89, -1.32, 0.35, -0.13, -0.09, -0.33, -0.45, 0.30, -0.32, 1.15, -0.44, 0.28, -0.21, 0.20, 0.52, 0.11, 0.22, 0.44, 0.36, 0.41, 0.53, 0.39, 0.21, 0.52, 0.41, 0.52, -0.33, 0.58, 0.49, -0.36, -0.33, -0.45, 0.70, 0.07, 0.17, -0.36, 0.14, -0.38, -0.30, -0.05, -0.16, 0.04, 0.36, -0.63, -0.45, -0.48, -0.44, -0.49, 0.17, 0.32, 0.23, 0.33, 0.36, 0.37, 0.38, 0.52, -0.10, -0.07, 1.09, -1.75, -0.04, -1.17, -0.49, -0.76, 1.92, -0.65, -1.06, -0.32, -1.01, 2.85, -0.38, -0.03, -1.18, -0.73, 0.10, -0.56, 0.50, 0.40, 0.58, -0.33, 0.45, 0.41, 0.39, 0.15, 0.43, -0.87, 0.92, -1.05, 0.50, -0.14, 0.37, 0.36, -0.09, 0.48, 0.45, 0.41, -0.56, -2.22, 0.86, -0.32, 0.16, 0.47, 0.36, 0.22, 0.35, -0.64, 0.76, -0.37, 0.66], "de_lowest_ev": 2.283, "s_squared": 6.023, "total_charge": 1, "multiplicity": 5, "homo_lumo_gap_ev": [7.9, 5.8], "e_homo_ev": [-9.738, -10.767]}


# 2
{"formula": "C20H27OsS4Si", "method": "ωB97M-V/def2-TZVPD", "species": ["Os", "C", "C", "S", "C", "C", "S", "C", "C", "S", "C", "C", "S", "H", "H", "H", "H", "H", "H", "H", "H", "H", "H", "H", "H", "H", "H", "H", "H", "C", "C", "C", "C", "C", "C", "Si", "C", "C", "C", "C", "C", "C", "H", "H", "H", "H", "H", "H", "H", "H", "H", "H", "H"], "coordinates": [[-0.034, 1.340, -0.456], [2.620, 3.343, -0.341], [1.453, 4.201, 0.113], [-0.011, 3.786, -0.910], [-1.442, 4.220, 0.148], [-2.643, 3.402, -0.291], [-2.404, 1.585, -0.160], [-2.633, 1.260, 1.650], [-1.454, 0.537, 2.279], [-0.005, 1.652, 2.197], [1.465, 0.574, 2.335], [2.640, 1.190, 1.595], [2.353, 1.532, -0.198], [3.528, 3.580, 0.215], [2.835, 3.497, -1.400], [1.688, 5.252, -0.054], [1.209, 4.056, 1.165], [-1.652, 5.281, 0.010], [-1.180, 4.044, 1.190], [-2.883, 3.578, -1.341], [-3.528, 3.652, 0.294], [-3.538, 0.660, 1.746], [-2.817, 2.218, 2.137], [-1.210, -0.387, 1.753], [-1.674, 0.313, 3.323], [1.208, -0.411, 1.945], [1.728, 0.490, 3.390], [3.478, 0.494, 1.627], [2.955, 2.130, 2.048], [3.159, -3.544, 0.664], [3.583, -2.709, -0.364], [2.683, -1.847, -0.974], [1.349, -1.823, -0.552], [0.928, -2.669, 0.482], [1.836, -3.524, 1.091], [0.113, -0.799, -1.564], [-1.343, -2.035, -1.769], [-1.093, -3.083, -2.720], [-2.081, -3.989, -3.041], [-3.296, -3.921, -2.371], [-3.544, -2.906, -1.401], [-2.559, -1.993, -1.086], [3.861, -4.224, 1.130], [4.611, -2.735, -0.701], [3.022, -1.208, -1.782], [-0.108, -2.679, 0.807], [1.507, -4.183, 1.884], [0.663, -0.535, -2.919], [-0.128, -3.169, -3.208], [-1.890, -4.757, -3.778], [-4.055, -4.670, -2.567], [-4.510, -2.843, -0.916], [-2.760, -1.224, -0.355]], "mulliken_charge": [0.22, -0.92, -0.47, -0.03, -0.48, -0.87, -0.02, -0.87, -0.34, -0.11, -0.35, -0.87, -0.05, 0.50, 0.46, 0.55, 0.28, 0.54, 0.27, 0.46, 0.49, 0.55, 0.52, -0.10, 0.59, -0.04, 0.57, 0.54, 0.51, -0.57, -0.74, -0.35, 0.62, -0.32, -0.66, 0.76, 0.52, -0.32, -0.80, -0.34, -0.63, 0.22, 0.47, 0.46, 0.45, 0.35, 0.47, -0.14, 0.43, 0.46, 0.45, 0.47, 0.19], "s_squared": 6.034, "total_charge": 3, "multiplicity": 5, "homo_lumo_gap_ev": [7.8, 4.7], "e_homo_ev": [-17.066, -17.278]}


# 3
{"formula": "C2H4P2", "method": "ωB97M-V/def2-TZVPD", "species": ["C", "P", "P", "C", "H", "H", "H", "H"], "coordinates": [[-0.343, -1.437, -1.438], [0.168, 0.100, -0.999], [-0.061, -0.273, 1.073], [0.218, 1.645, 1.491], [-0.259, -1.846, -2.476], [-0.765, -2.053, -0.733], [0.640, 1.596, 2.384], [0.401, 2.267, 0.697]], "mulliken_charge": [-0.46, 0.00, 0.06, -0.69, 0.23, 0.24, 0.30, 0.31], "de_lowest_ev": 2.597, "smiles": "C=P#P=C", "multiplicity": 1, "homo_lumo_gap_ev": 7.4, "e_homo_ev": -8.525}


# 4
{"formula": "C5H7N", "method": "ωB97M-V/def2-TZVPD", "species": ["C", "C", "C", "N", "C", "C", "H", "H", "H", "H", "H", "H", "H"], "coordinates": [[0.759, -1.186, 0.142], [1.410, -0.023, 0.086], [0.466, 1.106, -0.222], [-0.609, 1.302, 0.665], [-0.900, 0.448, -0.403], [-0.723, -1.051, -0.154], [1.206, -2.136, 0.426], [2.471, 0.115, 0.275], [0.788, 1.943, -0.845], [-0.930, 1.720, 1.514], [-1.576, 0.791, -1.190], [-1.037, -1.669, -1.005], [-1.324, -1.360, 0.711]], "mulliken_charge": [-0.37, -0.51, -0.14, -0.39, -0.18, -0.65, 0.36, 0.40, 0.38, 0.20, 0.35, 0.30, 0.24], "de_lowest_ev": 2.353, "smiles": "C1=C[C@@H]2N[C@@H]2C1", "multiplicity": 1, "homo_lumo_gap_ev": 9.8, "e_homo_ev": -8.420}


# 5
{"formula": "C3H8I2PPd", "method": "ωB97M-V/def2-TZVPD", "species": ["C", "C", "I", "C", "P", "I", "H", "H", "H", "H", "H", "H", "H", "H", "Pd"], "coordinates": [[0.264, -0.538, 1.636], [-0.438, -1.026, 0.337], [-1.331, -2.981, 0.294], [-0.518, -0.215, -0.786], [0.176, 1.549, -1.005], [-1.593, -1.053, -2.484], [0.290, 0.573, 1.724], [-0.310, -0.935, 2.506], [1.306, -0.963, 1.624], [1.266, 1.364, -0.068], [1.066, 0.991, -2.043], [-0.805, 1.756, -2.110], [-0.723, 2.109, -0.010], [0.658, 2.897, -1.256], [0.691, -3.526, 1.641]], "mulliken_charge": [-1.40, 0.44, 0.26, -0.39, -0.39, 0.25, 0.42, 0.45, 0.37, 0.16, 0.18, 0.11, 0.20, 0.17, 0.17], "de_lowest_ev": 0.000, "total_charge": 1, "multiplicity": 1, "homo_lumo_gap_ev": 3.1, "e_homo_ev": -11.616}


# 6
{"formula": "C5H13IN", "method": "ωB97M-V/def2-TZVPD", "species": ["C", "N", "C", "C", "C", "C", "I", "H", "H", "H", "H", "H", "H", "H", "H", "H", "H", "H", "H", "H"], "coordinates": [[1.892, -0.910, 0.377], [0.970, 0.204, 0.693], [-0.367, 0.272, -0.036], [-1.266, 1.173, 0.781], [-0.126, 0.810, -1.434], [-0.889, -1.320, -0.174], [-2.990, -1.394, -0.664], [2.016, -1.010, -0.699], [2.867, -0.719, 0.820], [1.510, -1.846, 0.775], [0.781, 0.189, 1.704], [1.449, 1.090, 0.489], [-1.601, 0.701, 1.702], [-2.144, 1.451, 0.205], [-0.740, 2.098, 1.027], [0.624, 0.232, -1.969], [0.183, 1.853, -1.408], [-1.047, 0.755, -2.010], [-0.347, -1.818, -0.963], [-0.775, -1.812, 0.786]], "mulliken_charge": [-0.86, -0.12, 0.88, -1.80, -1.45, -1.38, 0.13, 0.33, 0.36, 0.37, 0.40, 0.44, 0.43, 0.47, 0.48, 0.40, 0.47, 0.37, 0.51, 0.56], "de_lowest_ev": 0.000, "total_charge": 1, "smiles": "C[NH2+]C(C)(C)CI", "multiplicity": 1, "homo_lumo_gap_ev": 9.6, "e_homo_ev": -13.008}


What did the fourth record say?
{"formula": "C5H7N", "method": "ωB97M-V/def2-TZVPD", "species": ["C", "C", "C", "N", "C", "C", "H", "H", "H", "H", "H", "H", "H"], "coordinates": [[0.759, -1.186, 0.142], [1.410, -0.023, 0.086], [0.466, 1.106, -0.222], [-0.609, 1.302, 0.665], [-0.900, 0.448, -0.403], [-0.723, -1.051, -0.154], [1.206, -2.136, 0.426], [2.471, 0.115, 0.275], [0.788, 1.943, -0.845], [-0.930, 1.720, 1.514], [-1.576, 0.791, -1.190], [-1.037, -1.669, -1.005], [-1.324, -1.360, 0.711]], "mulliken_charge": [-0.37, -0.51, -0.14, -0.39, -0.18, -0.65, 0.36, 0.40, 0.38, 0.20, 0.35, 0.30, 0.24], "de_lowest_ev": 2.353, "smiles": "C1=C[C@@H]2N[C@@H]2C1", "multiplicity": 1, "homo_lumo_gap_ev": 9.8, "e_homo_ev": -8.420}